The following is a DFT calculation (ωB97M-V/def2-TZVPD) of a 2-piece molecular cluster, C4H5BrO2 overall at a distorted geometry.

Each line ends with the Mulliken charge.
Positions of all 12 atoms, in Å:
Br1 -0.78 -1.23 1.78  -0.28
O1 1.78 1.35 -0.78  -0.33
O2 -0.44 -2.94 -0.87  -0.46
C1 0.78 1.31 -0.18  0.68
C2 0.15 -0.87 0.11  -0.34
C3 -0.25 2.07 0.50  -0.89
C4 0.23 -1.76 -0.86  0.12
H1 -0.80 1.68 1.40  0.30
H2 -0.69 -3.03 0.16  0.27
H3 0.88 -1.63 -1.70  0.35
H4 -1.00 2.02 -0.36  0.28
H5 0.17 3.02 0.81  0.31

Calculated values
LUMO (eV): 0.463
Gap between HOMO and LUMO (eV): 8.793
Net charge: 0
E_tot (eV): -78362.621

The following is a DFT calculation (ωB97M-V/def2-TZVPD) of C9H21F3IOP2Y as an isolated structure at a distorted geometry.

Each line ends with the Mulliken charge.
Positions of all 38 atoms, in Å:
I1 -0.47 -0.05 -2.77  0.27
Y1 0.37 -0.03 0.08  0.16
P1 0.22 -2.70 0.64  0.95
P2 0.19 2.68 0.27  0.95
F1 -1.33 -0.94 2.92  -0.26
F2 -1.34 1.25 2.76  -0.26
F3 0.54 0.19 3.11  -0.25
O1 -3.11 -0.07 0.26  -0.04
C1 0.91 -3.30 2.22  -1.24
C2 0.87 3.53 1.73  -1.23
C3 1.34 -3.50 -0.58  -1.12
C4 -1.29 -3.71 0.49  -1.27
C5 -0.64 0.13 2.37  0.28
C6 -0.02 -0.04 -4.96  -0.76
C7 -1.97 -0.07 0.09  0.25
C8 -1.33 3.63 -0.04  -1.26
C9 1.29 3.30 -1.07  -1.12
H1 0.99 -4.40 2.15  0.42
H2 1.05 0.07 -5.09  0.33
H3 0.23 3.38 2.60  0.36
H4 -1.03 -4.77 0.62  0.43
H5 0.93 4.60 1.50  0.42
H6 -2.06 3.44 0.75  0.37
H7 -1.76 -3.56 -0.49  0.39
H8 1.29 4.40 -1.03  0.38
H9 -0.59 0.80 -5.37  0.31
H10 -2.01 -3.42 1.26  0.36
H11 0.94 2.96 -2.05  0.36
H12 -1.09 4.70 -0.07  0.43
H13 0.98 -3.34 -1.60  0.37
H14 1.90 -2.88 2.41  0.39
H15 -0.39 -1.00 -5.33  0.33
H16 1.36 -4.58 -0.36  0.38
H17 0.26 -3.03 3.05  0.36
H18 2.32 2.92 -0.93  0.40
H19 2.36 -3.08 -0.51  0.41
H20 -1.78 3.33 -1.00  0.38
H21 1.87 3.16 1.97  0.39

Calculated values
LUMO (eV): -8.225
Gap between HOMO and LUMO (eV): 8.011
Net charge: +2
E_tot (eV): -47579.637

The following is a DFT calculation (ωB97M-V/def2-TZVPD) of one molecule with the formula C25H27NO6S.

Each line ends with the Mulliken charge.
Positions of all 60 atoms, in Å:
S1 1.10 -1.88 3.05  1.34
O1 0.07 3.71 -5.50  -0.66
O2 -0.14 -0.58 -0.06  -0.06
O3 1.97 -2.62 3.90  -0.76
O4 1.68 -1.01 2.06  -0.54
O5 0.11 2.35 -3.75  -0.54
O6 0.99 -2.50 -0.42  -0.57
N1 0.09 -3.01 2.31  -0.50
C1 -0.57 -1.53 5.18  -0.65
C2 0.65 0.16 -0.93  0.20
C3 -0.10 -0.97 4.00  0.05
C4 -0.74 -2.45 1.25  0.83
C5 0.16 -1.86 0.17  -0.07
C6 -1.64 -3.56 0.68  -1.25
C7 -1.51 0.93 4.28  -0.80
C8 2.04 0.20 -0.78  -0.02
C9 -2.66 -2.28 -1.29  0.32
C10 -2.01 0.39 5.47  0.90
C11 -3.96 -2.01 -2.04  -1.52
C12 4.34 2.78 -3.71  -0.71
C13 0.02 0.88 -1.93  -0.11
C14 -1.53 -0.84 5.91  -0.71
C15 0.78 1.66 -2.79  -0.53
C16 -3.03 1.13 6.27  -1.46
C17 2.19 3.21 -4.55  0.57
C18 2.87 2.54 -3.60  0.94
C19 2.18 1.71 -2.66  0.64
C20 -0.56 0.25 3.55  -0.19
C21 0.75 3.14 -4.68  0.05
C22 2.79 0.97 -1.64  -1.46
C23 4.44 3.96 -4.70  -0.72
C24 -2.91 -3.06 0.00  -0.75
C25 3.10 3.99 -5.45  -0.86
H1 0.65 -3.79 1.98  0.39
H2 2.73 5.00 -5.62  0.31
H3 -1.91 -4.21 1.52  0.40
H4 4.82 1.88 -4.11  0.32
H5 -3.63 1.78 5.64  0.37
H6 -4.64 -1.44 -1.41  0.34
H7 -2.52 1.76 7.01  0.30
H8 -3.76 -1.44 -2.94  0.40
H9 4.80 3.00 -2.75  0.37
H10 -3.68 0.45 6.81  0.38
H11 -1.88 1.88 3.94  0.40
H12 3.16 3.50 -6.42  0.29
H13 3.86 1.01 -1.53  0.44
H14 -1.34 -1.66 1.70  0.11
H15 -0.15 0.65 2.63  0.49
H16 5.28 3.85 -5.37  0.32
H17 -4.44 -2.94 -2.31  0.39
H18 -0.18 -2.48 5.50  0.46
H19 -1.91 -1.27 6.82  0.39
H20 -3.52 -3.93 -0.23  0.37
H21 2.49 -0.36 0.03  0.61
H22 -1.98 -2.85 -1.93  0.37
H23 -3.47 -2.44 0.70  0.37
H24 -1.05 -4.16 -0.02  0.37
H25 4.57 4.88 -4.14  0.31
H26 -2.18 -1.33 -1.05  -0.17
H27 -1.05 0.85 -2.04  0.53

Calculated values
LUMO (eV): 0.207
Gap between HOMO and LUMO (eV): 8.700
Net charge: 0
E_tot (eV): -50974.429
SMILES string: CCCC[C@@H](NS(=O)(=O)c1ccc(C)cc1)C(=O)Oc1ccc2c3c(c(=O)oc2c1)CCC3

The following is a DFT calculation (ωB97M-V/def2-TZVPD) of a 12-piece molecular cluster, C96H172N12O16 overall at a distorted geometry.

Each line ends with the Mulliken charge.
Positions of all 296 atoms, in Å:
O1 5.26 0.96 1.56  -0.50
O2 -3.91 1.84 7.69  -0.60
O3 -0.91 9.28 -4.28  -0.57
O4 5.92 1.54 3.49  -0.66
O5 0.65 1.08 -4.11  1.14
O6 -0.30 1.44 -1.34  1.44
O7 -1.71 8.72 2.80  -0.52
O8 -0.60 1.21 7.44  -0.36
O9 -4.09 -2.62 2.60  -0.24
O10 -4.08 0.68 -3.77  -0.63
O11 0.73 -6.66 1.45  -0.66
O12 -0.91 8.28 -6.21  -0.61
O13 5.25 4.69 -3.27  -0.45
O14 -4.63 3.85 7.11  -0.62
O15 -4.81 -5.93 -4.29  -0.51
O16 -5.80 1.29 -2.69  -0.68
N1 1.29 0.20 -5.05  -0.53
N2 0.65 1.94 7.11  0.01
N3 -3.44 -3.91 2.70  1.00
N4 0.82 -6.75 -0.02  1.56
N5 -0.03 0.35 -0.42  0.79
N6 -0.70 8.31 -5.01  0.97
N7 -3.68 -5.93 -5.11  0.33
N8 -4.68 1.50 -3.14  1.25
N9 -2.19 7.46 2.33  0.48
N10 5.48 0.74 2.73  1.07
N11 6.16 4.59 -2.22  -0.10
N12 -4.33 2.65 6.88  1.08
C1 -2.42 -5.56 4.14  -1.43
C2 -4.76 3.85 -2.20  -0.81
C3 3.16 -5.61 -0.01  -1.72
C4 -2.78 2.94 -3.26  0.21
C5 -2.47 4.59 2.22  1.02
C6 -0.50 7.54 0.64  -2.51
C7 4.59 -1.63 2.37  -0.42
C8 7.98 5.05 -3.81  -1.94
C9 -0.99 -0.96 -5.23  -0.41
C10 -3.17 -6.21 1.86  -0.26
C11 -4.07 5.00 -1.91  -0.51
C12 2.13 1.22 -0.03  -1.13
C13 1.00 -4.33 -0.06  -2.07
C14 -4.11 2.81 -2.90  -0.87
C15 0.98 5.88 -2.64  -0.35
C16 5.56 3.73 -1.06  2.55
C17 -2.76 6.61 4.65  -1.05
C18 -2.11 4.09 -2.95  0.16
C19 4.74 -3.12 4.24  -0.68
C20 0.05 6.36 2.85  -2.02
C21 -4.83 -5.98 -7.21  -1.94
C22 -1.74 -1.03 -1.35  -0.70
C23 -2.50 -5.70 -4.20  2.19
C24 0.21 -0.31 -5.98  1.63
C25 -0.70 3.96 7.20  -1.69
C26 -3.08 -6.67 3.29  -0.92
C27 1.55 5.22 -4.90  -0.96
C28 1.74 -5.70 -2.02  -0.03
C29 0.81 0.91 0.66  1.85
C30 1.16 -8.14 -0.34  1.11
C31 7.40 2.67 -3.39  -1.64
C32 -1.40 -4.62 -6.28  0.71
C33 -4.03 -4.86 1.73  1.41
C34 0.30 2.17 1.35  -0.98
C35 -3.65 5.47 2.63  -1.19
C36 -0.35 0.85 -6.84  -1.79
C37 1.82 -0.17 7.55  -2.26
C38 1.61 -1.54 -3.16  -1.01
C39 5.14 -0.66 3.26  0.04
C40 -5.58 2.50 3.46  -0.54
C41 -1.54 5.37 1.22  0.98
C42 -2.55 -5.11 -7.11  -2.14
C43 -2.73 5.12 -2.24  -0.21
C44 -4.00 0.71 3.71  0.02
C45 2.95 1.81 6.40  -1.13
C46 1.30 0.38 5.20  -1.07
C47 0.27 3.08 6.34  2.21
C48 -3.91 -5.16 -6.37  1.73
C49 -3.13 -4.24 4.12  1.86
C50 8.52 3.96 -1.62  -1.44
C51 8.01 3.14 -0.42  -0.50
C52 -0.28 -0.80 2.22  -0.55
C53 -4.92 1.44 2.96  -0.67
C54 -3.84 -4.11 0.35  -2.29
C55 3.26 0.19 -3.81  -2.66
C56 -2.52 -4.39 -3.37  -0.64
C57 -2.16 -3.21 4.70  -1.97
C58 -3.19 6.85 3.22  1.79
C59 0.17 6.92 -3.11  -0.05
C60 -1.33 -0.26 -0.10  2.37
C61 6.66 3.71 0.03  -1.02
C62 0.13 7.11 -4.48  -0.27
C63 2.31 -8.74 0.49  -1.69
C64 7.50 4.06 -2.80  1.82
C65 -1.04 6.70 1.80  2.35
C66 -2.46 0.75 0.20  0.04
C67 1.64 -2.41 -6.15  0.44
C68 -1.29 -5.63 -5.09  -0.83
C69 1.69 5.07 -3.53  -0.30
C70 -0.50 2.74 5.02  0.96
C71 0.74 -1.45 -6.89  -1.17
C72 -4.35 7.85 3.20  -2.11
C73 -3.74 1.14 4.99  -0.66
C74 1.05 -0.28 1.62  -0.69
C75 1.59 3.88 5.86  -1.63
C76 2.75 -1.65 -5.40  -1.88
C77 -4.42 -3.74 -6.16  -1.46
C78 0.69 6.21 -5.38  -0.66
C79 -0.15 -8.91 0.02  -1.77
C80 -4.46 -4.29 4.95  -1.81
C81 1.72 -5.65 -0.47  2.23
C82 1.33 -8.18 -1.84  -0.77
C83 5.34 -2.17 5.02  -0.63
C84 -2.40 -6.88 -3.28  -1.54
C85 5.52 -0.89 4.55  -0.38
C86 4.34 -2.88 2.90  -0.11
C87 -4.46 2.21 5.47  0.09
C88 -5.27 2.98 4.69  -0.18
C89 4.39 4.46 -0.41  -1.60
C90 -5.49 -5.24 1.97  -1.61
C91 1.66 0.99 6.53  2.15
C92 2.77 2.95 5.38  0.20
C93 2.18 -0.75 -4.33  2.93
C94 5.05 2.35 -1.43  -1.41
C95 2.20 -7.10 -2.42  -0.71
C96 -1.20 -1.29 1.06  0.56
H1 -2.19 -5.94 1.45  -0.52
H2 4.13 -0.33 -3.45  0.66
H3 -5.48 -6.04 2.72  0.34
H4 3.51 0.80 -4.67  0.68
H5 -0.30 3.80 8.22  0.59
H6 0.26 7.09 0.09  0.36
H7 1.99 -8.60 1.51  0.41
H8 2.16 -3.12 -6.79  0.54
H9 -1.76 3.72 7.24  0.10
H10 -1.35 3.39 4.88  -0.29
H11 4.22 2.13 -0.80  -0.72
H12 0.91 -2.31 -3.48  -0.44
H13 -6.08 -4.39 2.34  0.22
H14 -2.01 7.33 5.00  0.32
H15 0.12 1.18 -2.16  -0.79
H16 -0.83 -0.09 2.84  -0.85
H17 5.75 -2.51 5.96  0.44
H18 -0.16 -4.42 -0.17  -0.25
H19 -5.19 -4.98 4.59  0.36
H20 -4.28 5.75 1.76  0.38
H21 1.16 2.65 1.79  1.04
H22 -0.98 -1.81 -1.59  -0.36
H23 4.75 5.51 -3.16  0.35
H24 -4.60 -3.34 -7.17  0.44
H25 -1.78 -1.13 -5.99  0.70
H26 2.36 -9.78 0.25  0.47
H27 2.92 1.62 0.68  0.21
H28 -1.02 -8.37 -0.33  0.23
H29 -0.69 4.65 1.08  -0.65
H30 1.95 4.42 -5.62  0.35
H31 -2.29 2.17 -3.81  0.50
H32 4.35 -1.33 1.33  0.34
H33 -0.30 -9.03 1.09  0.40
H34 -4.43 -3.20 0.34  0.47
H35 6.54 2.56 -4.06  0.30
H36 -3.35 -0.06 3.32  0.55
H37 1.07 5.73 -1.60  0.42
H38 5.94 -0.09 5.17  0.45
H39 -5.96 -5.54 1.01  0.43
H40 6.93 4.75 0.25  0.52
H41 5.82 1.57 -1.38  0.17
H42 2.87 0.92 -3.12  -0.11
H43 1.35 4.65 5.13  0.00
H44 -4.06 -6.92 3.68  0.50
H45 -3.61 -6.93 1.15  0.47
H46 1.12 -0.86 -2.46  -0.46
H47 4.63 2.42 -2.40  0.93
H48 -4.32 5.03 3.37  -0.35
H49 -1.99 4.23 3.11  -0.61
H50 7.96 2.04 -0.49  0.29
H51 -3.02 0.60 5.66  0.33
H52 -2.50 -7.58 3.23  0.46
H53 -4.49 -7.05 -7.17  0.46
H54 7.93 6.06 -3.41  0.47
H55 -3.60 -3.11 -5.78  0.15
H56 -2.56 -2.19 4.56  0.06
H57 -0.18 -1.67 2.89  0.56
H58 -0.44 1.99 2.10  -0.13
H59 1.15 -3.16 -5.48  -0.55
H60 -1.42 -5.41 3.83  0.41
H61 3.27 -8.28 0.38  0.26
H62 -3.65 6.64 5.35  0.30
H63 7.50 4.86 -4.76  0.37
H64 0.93 1.95 -4.43  -0.19
H65 3.73 -6.53 -0.20  0.34
H66 -5.68 3.91 5.09  0.53
H67 -1.92 -0.30 -2.15  -0.25
H68 -1.25 -3.30 4.12  0.41
H69 -2.83 1.12 -0.79  -0.75
H70 -2.15 -7.80 -3.87  0.48
H71 -2.77 3.72 1.61  0.16
H72 -0.78 1.61 -6.17  0.16
H73 -1.16 -6.61 -5.54  0.86
H74 3.96 3.83 0.45  0.06
H75 3.68 -4.81 -0.48  0.41
H76 2.72 -0.77 7.33  0.36
H77 -5.21 7.45 3.77  0.39
H78 -3.34 0.32 0.73  -0.05
H79 -5.71 3.53 -1.83  0.58
H80 -0.79 -1.85 -4.73  -0.40
H81 3.33 -1.03 -6.06  0.28
H82 -4.38 -4.47 6.00  0.51
H83 0.26 -0.04 5.28  0.14
H84 -3.29 -6.95 -2.64  0.47
H85 -2.72 -1.52 -1.10  0.11
H86 3.67 3.56 5.40  0.59
H87 3.15 2.21 7.37  0.55
H88 0.48 7.21 3.35  0.56
H89 -0.42 7.62 -2.47  0.52
H90 -1.09 4.21 -3.27  0.32
H91 -0.10 -6.16 1.57  -0.01
H92 -4.76 -5.61 -8.25  0.32
H93 2.48 -4.97 -2.43  0.25
H94 -1.36 7.89 0.13  0.62
H95 -5.03 1.11 1.93  0.49
H96 -2.34 -3.59 -4.08  -0.26
H97 4.63 -4.16 4.56  0.47
H98 -2.05 5.42 0.27  -0.92
H99 -4.04 8.75 3.74  0.47
H100 0.31 1.40 -7.54  0.37
H101 1.36 -1.04 -7.69  0.40
H102 -1.77 -4.40 -2.57  -0.27
H103 0.38 6.43 -6.39  0.55
H104 6.28 3.14 0.92  -0.02
H105 1.18 -4.06 1.00  0.72
H106 8.32 2.55 -3.99  0.50
H107 3.50 4.52 -1.09  -0.10
H108 -0.38 -5.34 -4.51  -0.82
H109 -0.85 -2.22 0.57  -1.21
H110 1.35 1.06 4.32  -0.61
H111 2.46 -2.01 -2.69  1.04
H112 -2.28 -5.82 5.19  0.45
H113 1.86 0.01 8.59  0.52
H114 -1.12 0.48 -7.49  0.47
H115 1.41 -1.10 1.03  0.39
H116 2.57 2.56 4.39  -0.29
H117 -5.36 -3.65 -5.65  0.32
H118 -3.44 -4.26 -2.88  0.60
H119 -2.76 -3.84 0.28  -0.07
H120 -4.95 -6.87 -4.19  0.38
H121 3.47 -2.31 -4.89  0.53
H122 -2.11 9.33 2.22  0.34
H123 0.88 5.97 2.27  0.47
H124 -4.51 8.05 2.15  0.50
H125 3.78 -3.63 2.39  0.52
H126 -0.04 2.87 0.57  -0.55
H127 3.18 -5.39 1.06  0.19
H128 0.15 2.84 4.16  -0.37
H129 3.26 -7.31 -2.11  0.32
H130 -6.26 3.14 2.88  0.27
H131 -0.77 1.67 5.04  -0.84
H132 9.07 4.87 -3.95  0.41
H133 1.99 1.98 -0.85  -0.02
H134 0.71 -5.44 -2.34  -0.90
H135 8.72 3.43 0.36  0.43
H136 8.86 5.01 -1.39  0.42
H137 -2.68 -4.51 -8.01  0.51
H138 -2.37 -6.16 -7.48  0.40
H139 2.27 -7.21 -3.53  0.47
H140 -0.46 -4.76 -6.84  0.68
H141 1.80 4.44 6.79  0.65
H142 -4.11 -4.78 -0.43  1.03
H143 -5.07 -3.43 4.90  0.34
H144 9.46 3.54 -1.95  0.40
H145 -2.39 5.58 4.80  -0.21
H146 -1.93 -3.36 5.79  0.43
H147 1.53 -9.17 -2.22  0.55
H148 -0.66 5.04 6.92  0.27
H149 -0.20 -9.91 -0.33  0.43
H150 -4.69 5.81 -1.48  0.33
H151 -2.17 1.63 0.79  -0.22
H152 1.26 -3.52 -0.77  -0.04
H153 2.52 0.29 -0.54  -0.03
H154 -0.23 5.70 3.69  0.12
H155 2.28 4.30 -3.09  0.89
H156 1.86 -0.48 4.81  0.85
H157 -0.06 8.42 1.08  0.53
H158 3.75 1.14 6.05  -0.08
H159 -0.11 -2.04 -7.36  0.27
H160 7.25 1.89 -2.63  0.26
H161 1.01 -0.91 7.45  0.32
H162 -4.88 -2.63 3.12  0.22
H163 -1.47 -3.53 -6.13  -0.79
H164 -1.56 -6.82 -2.57  -0.22
H165 1.75 0.01 2.42  0.03
H166 -0.80 1.36 8.39  0.32
H167 -1.45 -0.34 -4.45  -0.72
H168 4.77 5.45 -0.16  0.63
H169 -2.21 -1.50 1.40  0.01
H170 -5.87 -5.92 -6.90  0.37
H171 -2.24 6.07 -2.04  0.24
H172 0.28 -8.01 -2.22  -0.03

Calculated values
LUMO (eV): -0.577
Gap between HOMO and LUMO (eV): 7.851
Net charge: 0
E_tot (eV): -152960.772
SMILES string: O=[N+]([O-])c1ccccc1.O=[N+]([O-])c1ccccc1.O=[N+]([O-])c1ccccc1.O=[N+]([O-])c1ccccc1.CC1(C)CCCC(C)(C)N1O.CC1(C)CCCC(C)(C)N1O.CC1(C)CCCC(C)(C)N1O.CC1(C)CCCC(C)(C)N1O.CC1(C)CCCC(C)(C)N1O.CC1(C)CCCC(C)(C)N1O.CC1(C)CCCC(C)(C)N1O.CC1(C)CCCC(C)(C)N1O

The following is a DFT calculation (ωB97M-V/def2-TZVPD) of a 4-piece molecular cluster, C4H14O4 overall at a distorted geometry.

Each line ends with the Mulliken charge.
Positions of all 22 atoms, in Å:
O1 2.44 -0.04 -1.27  -0.61
O2 0.85 2.02 -2.22  -0.63
O3 -3.16 0.82 1.72  -0.52
O4 2.19 0.95 1.97  -0.63
C1 -2.10 0.09 -0.22  -0.54
C2 -0.43 -1.79 0.52  -1.40
C3 -0.66 -0.56 -0.38  -0.08
C4 -2.58 -0.08 1.14  0.04
H1 -2.84 -0.26 -0.95  0.35
H2 -2.15 -0.91 1.80  0.32
H3 3.15 -0.49 -1.66  0.26
H4 -0.58 -0.79 -1.40  0.37
H5 0.03 0.23 -0.07  0.09
H6 2.22 1.85 2.30  0.31
H7 1.96 -0.56 -0.66  0.28
H8 0.64 2.49 -1.41  0.30
H9 0.55 -2.25 0.31  0.39
H10 -2.04 1.16 -0.51  0.27
H11 2.56 0.84 1.09  0.33
H12 1.54 1.43 -1.97  0.34
H13 -1.20 -2.54 0.27  0.38
H14 -0.39 -1.59 1.59  0.37

Calculated values
LUMO (eV): 0.244
Gap between HOMO and LUMO (eV): 9.765
Net charge: 0
E_tot (eV): -12563.993
SMILES string: CCCC=O.O.O.O

The following is a DFT calculation (ωB97M-V/def2-TZVPD) of one molecule with the formula C4H8N2.

Each line ends with the Mulliken charge.
Positions of all 14 atoms, in Å:
N1 -0.46 0.38 -1.21  -0.12
N2 -0.30 -0.85 1.36  -0.40
C1 1.40 -0.51 1.06  -0.67
C2 -1.30 -0.89 0.66  0.07
C3 -1.65 -0.22 -0.67  -0.43
C4 0.31 1.10 -0.38  -0.95
H1 1.70 -1.35 1.68  0.31
H2 1.30 1.37 -0.74  0.47
H3 -0.20 1.78 0.30  0.35
H4 -2.10 -0.90 -1.40  0.34
H5 0.07 -0.23 -1.84  0.28
H6 1.75 0.41 1.54  0.28
H7 -2.38 0.57 -0.44  0.21
H8 1.88 -0.65 0.08  0.25

Calculated values
LUMO (spin up / spin down) (eV): 0.750 / 0.381
Gap between HOMO and LUMO (spin up / spin down) (eV): 7.582 / 6.907
Net charge: 0
E_tot (eV): -7252.572